Model i:
# C4H12S2

A cluster of 2 separate species, C4H12S2 in total (wB97M-V/def2-TZVPD, OMol25).

The LUMO energy is 0.03055 Ha. As for the structure (SMILES): CCS.CCS. The total charge is 0. The value obtained for the orbital gap is 0.3610 Ha. For the highest occupied orbital energy, the calculation gives -8.992 eV.

```
18
C4H12S2 | OMol25 | wB97M-V/def2-TZVPD
C 1.704 -0.827 0.254
C 3.283 -0.753 0.080
S 3.659 0.260 -1.322
H 1.408 -1.432 1.181
H 1.194 -1.186 -0.769
H 1.479 0.275 0.306
H 3.652 -0.231 0.880
H 3.612 -1.827 0.020
H 2.482 0.817 -1.279
C -2.380 0.632 0.975
C -2.945 0.147 -0.371
S -1.714 0.322 -1.696
H -2.435 1.623 0.770
H -1.387 0.506 1.113
H -3.184 0.514 1.806
H -3.347 -0.926 -0.291
H -3.911 0.722 -0.658
H -1.173 1.365 -0.998
```

=====

Model ii:
# C4H12S2

A cluster of 2 separate species, C4H12S2 in total (wB97M-V/def2-TZVPD, OMol25).

The LUMO energy is 0.02592 Ha. As for the structure (SMILES): CCS.CCS. The total charge is 0. The value obtained for the orbital gap is 0.3600 Ha. For the highest occupied orbital energy, the calculation gives -9.091 eV.

```
18
C4H12S2 | OMol25 | wB97M-V/def2-TZVPD
C 2.830 -0.021 -1.709
C 2.836 0.404 -0.254
S 1.992 2.037 -0.048
H 3.415 -0.905 -1.865
H 2.999 0.840 -2.348
H 1.756 -0.170 -1.998
H 2.291 -0.387 0.310
H 3.830 0.545 0.171
H 0.685 1.938 -0.340
C -1.425 0.266 -0.325
C -2.577 -0.788 -0.116
S -2.743 -1.876 1.418
H -0.545 0.073 0.292
H -1.958 1.207 -0.154
H -1.041 0.223 -1.343
H -3.573 -0.368 -0.127
H -2.368 -1.445 -0.992
H -1.829 -2.703 0.878
```

=====

What should be chosen as the least stable of them? Choose model i.

=====

Model i:
# C4H8NPS

The molecule C4H8NPS (wB97M-V/def2-TZVPD, OMol25).

The LUMO energy (spin up / spin down) is -0.01125 / -0.00519 Ha. The total charge is 0. The value obtained for the orbital gap (spin up / spin down) is 0.2852 / 0.2729 Ha. For the highest occupied orbital energy (spin up / spin down), the calculation gives -8.067 / -7.568 eV.

```
15
C4H8NPS | OMol25 | wB97M-V/def2-TZVPD
C -0.553 -0.628 0.124
C -0.425 0.763 -0.312
C 0.941 1.290 -0.691
C -1.964 -0.957 0.501
N 0.207 -1.630 0.184
P 2.598 -0.993 -0.250
S 2.257 0.859 0.605
H -1.094 0.959 -1.237
H -0.683 1.478 0.393
H 1.270 0.897 -1.603
H 0.940 2.399 -0.458
H -1.730 -1.869 1.043
H -2.423 -0.958 -0.499
H -2.382 -0.191 1.160
H 3.040 -1.419 1.041
```

=====

Model ii:
# C4H8NPS

A cluster of 2 separate species, C4H8NPS in total (wB97M-V/def2-TZVPD, OMol25).

The LUMO energy is -0.01557 Ha. As for the structure (SMILES): CC=C=N.PC=S. The total charge is 0. The value obtained for the orbital gap is 0.2815 Ha. For the highest occupied orbital energy, the calculation gives -8.084 eV.

```
15
C4H8NPS | OMol25 | wB97M-V/def2-TZVPD
C -0.511 1.131 1.816
C -0.392 -0.202 1.178
C -1.317 -0.783 0.550
N -2.214 -1.460 0.175
H -1.162 1.728 1.134
H 0.451 1.622 1.962
H -0.927 0.991 2.764
H 0.390 -0.880 1.753
H -2.646 -1.479 -0.784
P 2.209 -1.590 0.676
C 1.428 -0.220 -0.413
S 2.246 1.210 -0.451
H 3.424 -1.890 0.008
H 2.727 -0.437 1.413
H 0.651 -0.525 -1.105
```

=====

What should be chosen as the least stable of them? Choose model ii.

=====

Model i:
# C2H3ClSi

The molecule C2H3ClSi (wB97M-V/def2-TZVPD, OMol25).

The LUMO energy is 0.03043 Ha. As for the structure (SMILES): C#C[SiH2]Cl. The total charge is 0. The value obtained for the orbital gap is 0.4112 Ha. For the highest occupied orbital energy, the calculation gives -10.362 eV.

```
7
C2H3ClSi | OMol25 | wB97M-V/def2-TZVPD
C 0.641 1.913 0.078
C 0.288 0.783 -0.070
Si -0.734 -0.741 -0.010
Cl -2.387 0.301 0.030
H 0.889 2.854 -0.278
H -0.648 -1.683 -1.291
H -0.477 -1.396 1.190
```

=====

Model ii:
# C2H3ClSi

A cluster of 2 separate species, C2H3ClSi in total (wB97M-V/def2-TZVPD, OMol25).

The LUMO energy is -0.03139 Ha. The total charge is 0. The value obtained for the orbital gap is 0.3030 Ha. For the highest occupied orbital energy, the calculation gives -9.099 eV.

```
7
C2H3ClSi | OMol25 | wB97M-V/def2-TZVPD
C -0.756 1.304 0.943
C -0.957 1.715 -0.152
Si 1.692 -1.668 -1.149
Cl 1.517 -2.734 0.619
H -0.456 1.191 2.021
H -1.239 1.804 -1.151
H 0.198 -1.611 -1.130
```

=====

What should be chosen as the least stable of them? Choose model ii.

=====

Model i:
# C2H3N3OS

The molecule C2H3N3OS (wB97M-V/def2-TZVPD, OMol25).

The LUMO energy is -0.02818 Ha. As for the structure (SMILES): Nn1oncc1=S. The total charge is 0. The value obtained for the orbital gap is 0.2988 Ha. For the highest occupied orbital energy, the calculation gives -8.897 eV.

```
10
C2H3N3OS | OMol25 | wB97M-V/def2-TZVPD
N -1.314 -1.111 0.769
N -0.186 -0.585 0.116
O 1.062 -1.128 0.406
N 2.124 -0.254 -0.092
C 1.416 0.839 -0.475
C 0.031 0.697 -0.240
S -1.197 1.575 -0.720
H -1.920 -0.309 1.259
H -2.086 -1.243 -0.048
H 2.069 1.519 -0.974
```

=====

Model ii:
# C2H3N3OS

The molecule C2H3N3OS (wB97M-V/def2-TZVPD, OMol25).

The LUMO energy is 0.02284 Ha. As for the structure (SMILES): On1cnc(S)n1. The total charge is 0. The value obtained for the orbital gap is 0.3505 Ha. For the highest occupied orbital energy, the calculation gives -8.916 eV.

```
10
C2H3N3OS | OMol25 | wB97M-V/def2-TZVPD
O -1.195 -1.714 -0.899
N -0.360 -0.864 -0.259
C 0.253 -1.050 0.918
N 0.960 0.026 1.233
C 0.630 0.874 0.192
S 1.145 2.552 0.094
N -0.141 0.371 -0.746
H -1.976 -1.122 -1.003
H 0.185 -1.960 1.477
H 0.499 2.888 -1.007
```

=====

What should be chosen as the least stable of them? Choose model i.